Molecular formula: C16H66N4O15
Method: DFT, the ωB97M-V functional and the def2-TZVPD basis

The energy is -1995.8293 a.u. The value obtained for the energy above the lowest of the compared OMol25 structures with the same formula, charge and spin is 580.36 kcal per mole. The calculation puts the frontier orbital gap at 6.67 eV.

Structure (ORCA input):
```
! wB97M-V def2-TZVPD RIJCOSX def2/J DEFGRID3
* xyz 0 1
O -1.137 3.643 1.304
H -0.569 4.040 0.643
H -1.950 3.451 0.838
O -0.553 -3.552 -0.965
H -0.963 -2.695 -0.853
H -1.245 -4.178 -0.752
O -0.853 1.095 -2.420
H 0.060 1.124 -2.706
H -0.810 0.806 -1.509
O -2.127 2.772 -2.523
H -1.702 1.914 -2.537
H -1.438 3.385 -2.776
O -1.284 -0.438 -4.073
H -0.978 0.316 -3.568
H -2.238 -0.401 -4.006
O -2.465 3.511 -0.559
H -2.729 4.352 -0.933
H -2.450 2.911 -1.304
O -2.514 -2.708 1.519
H -3.265 -2.528 2.084
H -1.757 -2.660 2.102
O 1.344 -2.443 0.346
H 1.693 -2.967 1.067
H 0.665 -2.994 -0.044
O -2.398 -4.431 0.006
H -2.157 -5.183 0.548
H -2.480 -3.706 0.625
O -3.428 -4.084 -1.755
H -3.744 -4.969 -1.940
H -3.018 -4.151 -0.893
O -3.447 -0.442 -3.979
H -3.526 0.511 -4.017
H -4.348 -0.753 -3.889
C -0.024 -0.164 2.667
C -0.120 -1.682 2.882
C 1.034 -2.196 3.851
O 1.383 -3.630 3.829
C 0.343 -4.455 4.426
N -1.427 -2.010 3.387
H -0.225 0.339 3.613
H -0.671 0.148 1.847
H 1.022 -0.024 2.396
H 0.133 -2.179 1.945
H 0.893 -1.907 4.893
H 1.959 -1.710 3.541
H 0.216 -4.085 5.444
H 0.613 -5.497 4.600
H -0.643 -4.249 4.010
H -1.992 -1.178 3.479
H -1.164 -2.173 4.349
C -3.568 -1.362 -1.262
C -2.091 -0.985 -1.033
C -1.869 0.353 -0.253
O -0.516 0.612 -0.355
C 0.069 1.634 0.385
N -1.505 -2.060 -0.226
H -4.307 -0.624 -0.950
H -3.987 -2.320 -0.956
H -3.618 -1.327 -2.351
H -1.570 -1.011 -1.990
H -2.259 0.314 0.764
H -2.446 1.152 -0.719
H -0.151 1.431 1.433
H -0.070 2.684 0.127
H 1.147 1.530 0.261
H -2.031 -2.204 0.624
H -0.610 -1.669 0.034
C 1.513 4.053 -0.362
C 2.232 3.702 0.986
C 3.469 2.774 0.756
O 3.925 2.492 1.986
C 4.865 1.423 2.014
N 2.375 4.928 1.826
H 1.105 3.140 -0.795
H 2.227 4.480 -1.066
H 0.694 4.739 -0.145
H 1.411 3.141 1.433
H 4.187 3.323 0.147
H 3.159 1.906 0.175
H 4.417 0.567 1.510
H 5.187 1.227 3.036
H 5.715 1.497 1.336
H 1.433 5.243 2.010
H 2.539 4.513 2.732
C 2.396 2.308 -2.333
C 1.979 1.021 -3.057
C 1.669 -0.161 -2.027
O 2.950 -0.265 -1.334
C 2.865 -1.161 -0.224
N 0.787 1.231 -3.816
H 1.528 2.482 -1.697
H 2.560 3.101 -3.062
H 3.314 2.143 -1.768
H 2.784 0.690 -3.712
H 1.619 -1.137 -2.510
H 0.950 0.152 -1.270
H 2.734 -2.130 -0.704
H 2.036 -1.031 0.473
H 3.726 -1.154 0.444
H 0.788 2.167 -4.195
H 0.724 0.553 -4.561
*
```

These are the Löwdin partial charges, in e, on atoms 1 to 4: atom 1 (O): -0.112, atom 2 (H): -0.021, atom 3 (H): -0.031, atom 4 (O): -0.073


Molecular formula: C16H7BrF5N2O4V
Method: DFT, the ωB97M-V functional and the def2-TZVPD basis

The energy is -5041.8250 a.u. The value obtained for the energy above the lowest of the compared OMol25 structures with the same formula, charge and spin is 20.87 kcal per mole. As for the expectation value of S²: 2.015. The calculation puts the frontier orbital gap (alpha / beta) at 7.82 / 8.94 eV.

Structure (ORCA input):
```
! wB97M-V def2-TZVPD RIJCOSX def2/J DEFGRID3
* xyz 0 3
V -0.860 -0.844 -0.377
Br -0.640 0.061 2.786
C -1.828 0.990 1.652
C -2.683 1.965 2.125
C -3.541 2.575 1.221
C -3.493 2.211 -0.120
C -2.600 1.239 -0.503
N -1.793 0.609 0.376
C -2.435 0.698 -1.918
O -3.094 1.115 -2.833
O -1.534 -0.250 -1.952
H -2.672 2.212 3.176
H -4.242 3.323 1.564
H -4.131 2.652 -0.872
O 1.582 -2.360 0.693
C 1.846 -1.269 0.240
N 0.875 -0.346 -0.122
C 1.448 0.808 -0.639
O 0.801 1.769 -0.992
C 2.929 0.601 -0.628
C 3.966 1.396 -1.067
C 5.261 0.909 -0.908
C 5.500 -0.326 -0.319
C 4.450 -1.130 0.118
C 3.171 -0.649 -0.057
H 3.776 2.360 -1.520
H 6.099 1.501 -1.253
H 6.519 -0.673 -0.203
H 4.622 -2.094 0.578
F -0.958 -3.397 -0.619
C -1.519 -2.541 0.318
F -1.201 -3.006 1.552
C -3.037 -2.573 0.164
F -3.679 -3.689 0.495
F -3.547 -1.585 0.949
F -3.359 -2.265 -1.104
*
```

These are the natural (NBO) partial charges, in e, on atoms 1 to 4: atom 1 (V): 1.389, atom 2 (Br): 0.166, atom 3 (C): 0.189, atom 4 (C): -0.261


Molecular formula: C16H7Co2NO6S
Method: DFT, the ωB97M-V functional and the def2-TZVPD basis

The energy is -4283.7709 a.u. The value obtained for the energy above the lowest of the compared OMol25 structures with the same formula, charge and spin is 0.00 kcal per mole. The calculation puts the frontier orbital gap at 5.36 eV.

Structure (ORCA input):
```
! wB97M-V def2-TZVPD RIJCOSX def2/J DEFGRID3
* xyz -2 1
O -2.154 -0.478 -2.371
C -1.335 -1.174 -1.933
Co -0.075 -2.111 -1.133
C -0.443 -3.814 -1.434
O -0.677 -4.945 -1.549
C 1.387 -1.687 -2.040
O 2.368 -1.324 -2.541
C 0.376 -2.077 1.003
C 0.031 -0.848 0.425
C 0.707 0.289 0.014
C 0.085 1.566 -0.187
C 0.780 2.532 -0.955
C 0.136 3.714 -1.287
C -1.174 3.964 -0.826
C -1.873 2.999 -0.079
C -1.242 1.805 0.248
Co -1.277 -2.022 1.770
C -0.777 -1.472 3.363
O -0.404 -1.050 4.376
C -1.691 -3.730 1.715
O -1.969 -4.848 1.648
C -2.710 -1.158 1.323
O -3.641 -0.538 0.984
H 1.320 -2.202 1.502
H 1.785 0.142 -0.163
H 1.792 2.274 -1.288
H 0.661 4.449 -1.897
H -1.665 4.913 -1.065
H -2.902 3.148 0.254
H -1.750 1.008 0.795
N 4.476 0.576 -0.430
C 5.355 0.862 0.359
S 6.500 1.238 1.397
*
```

These are the natural (NBO) partial charges, in e, on atoms 1 to 4: atom 1 (O): -0.568, atom 2 (C): 0.492, atom 3 (Co): -0.047, atom 4 (C): 0.525